[1]
{"formula": "C4H8NO4Sn", "method": "wB97M-V/def2-TZVPD", "species": ["Sn", "O", "C", "O", "O", "H", "C", "C", "O", "N", "C", "H", "H", "H", "H", "H", "H", "H"], "coordinates": [[19.247, -10.234, 2.254], [22.970, -12.757, 2.195], [21.880, -13.189, 1.499], [20.952, -12.323, 1.267], [21.739, -14.370, 1.241], [22.715, -11.825, 2.097], [15.769, -13.853, 2.445], [15.773, -12.386, 2.076], [16.858, -11.814, 1.895], [14.611, -11.728, 2.039], [14.541, -10.296, 1.827], [16.347, -13.818, 3.370], [16.340, -14.367, 1.673], [14.821, -14.355, 2.619], [13.721, -12.179, 2.178], [15.388, -9.877, 1.291], [14.407, -9.844, 2.810], [13.695, -10.061, 1.182]], "lowdin_charge": [1.636, 0.106, -0.785, -0.199, 0.121, 0.086, 0.030, -0.529, -0.167, 0.041, -0.051, 0.097, 0.101, 0.090, 0.156, 0.075, 0.096, 0.096], "homo_lumo_gap_ev": 4.561, "total_energy_ev": -19779.4986, "e_lumo_ev": -7.6, "charge": 1, "spin_multiplicity": 1, "fmax_ha_per_bohr": 0.07692, "relative_energy_kcal_mol": 0.00}

[2]
{"formula": "C4H8NO6S", "method": "wB97M-V/def2-TZVPD", "species": ["C", "C", "O", "N", "O", "H", "H", "H", "H", "C", "C", "O", "S", "O", "O", "O", "H", "H", "H", "H"], "coordinates": [[-1.821, 2.123, 1.170], [-0.931, 1.938, -0.047], [-0.793, 3.298, -0.716], [-0.197, 3.166, -1.956], [-0.722, 2.419, -2.677], [-1.265, 1.803, 2.046], [-2.730, 1.529, 1.136], [-2.097, 3.167, 1.327], [0.085, 1.754, 0.330], [0.378, -1.015, -0.446], [1.293, -2.006, -1.130], [2.064, -2.590, -0.064], [1.158, -2.661, 1.255], [0.616, -3.969, 1.365], [1.887, -2.078, 2.321], [0.004, -1.675, 0.785], [0.898, -0.093, -0.200], [-0.503, -0.772, -1.030], [1.949, -1.534, -1.855], [0.728, -2.806, -1.615]], "lowdin_charge": [-0.220, -0.316, -0.240, -0.151, -0.041, 0.037, 0.023, 0.040, -0.002, -0.169, -0.166, -0.202, 0.578, -0.241, -0.230, -0.184, 0.104, 0.120, 0.131, 0.127], "homo_lumo_gap_ev": 4.735, "total_energy_ev": -28882.7633, "e_lumo_ev": 3.1, "charge": -1, "spin_multiplicity": 1, "fmax_ha_per_bohr": 0.03861, "relative_energy_kcal_mol": 164.91}

[3]
{"formula": "C4H8NOS", "method": "wB97M-V/def2-TZVPD", "species": ["C", "C", "S", "C", "N", "C", "O", "H", "H", "H", "H", "H", "H", "H", "H"], "coordinates": [[-1.142, 0.326, -0.634], [0.087, -1.810, -1.542], [1.608, -2.349, -1.027], [-1.055, 1.204, 0.507], [0.198, 1.544, 1.164], [1.276, 0.566, 1.112], [-2.042, 1.846, 0.886], [-0.463, -0.613, -0.749], [-2.006, 0.489, -1.263], [-0.254, -1.460, -2.547], [-0.701, -2.480, -1.184], [-0.073, 1.870, 2.085], [1.525, 0.433, 0.069], [2.157, 0.838, 1.683], [0.886, -0.405, 1.441]], "lowdin_charge": [-0.032, -0.664, 0.421, -0.662, -0.056, -0.164, -0.101, -0.065, 0.013, 0.042, 0.007, 0.093, 0.040, 0.062, 0.065], "homo_lumo_gap_ev": 5.717, "total_energy_ev": -18648.3290, "e_lumo_ev": 3.1, "charge": -1, "spin_multiplicity": 1, "fmax_ha_per_bohr": 0.05469, "relative_energy_kcal_mol": 89.50}

[4]
{"formula": "C4H8NOS", "method": "wB97M-V/def2-TZVPD", "species": ["C", "N", "C", "C", "S", "C", "O", "H", "H", "H", "H", "H", "H", "H", "H"], "coordinates": [[-0.326, 0.818, 1.746], [-0.226, -0.458, 1.042], [0.296, -0.239, -0.328], [-0.606, 0.564, -1.225], [0.050, 0.657, -2.932], [0.676, -1.569, -0.932], [1.586, -2.226, -0.461], [-0.311, 0.738, 2.834], [-1.288, 1.242, 1.476], [0.479, 1.516, 1.478], [0.506, -1.010, 1.480], [1.285, 0.231, -0.235], [-0.717, 1.583, -0.860], [-1.568, 0.049, -1.245], [0.162, -1.896, -1.838]], "lowdin_charge": [-0.158, -0.087, -0.477, -0.734, 0.143, -0.275, 0.001, 0.064, 0.066, 0.078, 0.087, 0.129, 0.029, 0.050, 0.083], "homo_lumo_gap_ev": 6.369, "total_energy_ev": -18650.8900, "e_lumo_ev": 3.7, "smiles": "CN[C@@H](C=O)C[S-]", "charge": -1, "spin_multiplicity": 1, "fmax_ha_per_bohr": 0.01147, "relative_energy_kcal_mol": 30.44}

[5]
{"formula": "C4H8NOS", "method": "wB97M-V/def2-TZVPD", "species": ["C", "C", "C", "C", "N", "O", "S", "H", "H", "H", "H", "H", "H", "H", "H"], "coordinates": [[0.911, -0.276, 0.590], [-1.506, 0.242, 0.038], [-2.248, 1.464, -0.228], [2.966, -1.077, -0.225], [-0.318, 0.090, 0.341], [1.608, -0.782, -0.294], [-2.529, -1.526, 0.159], [1.264, -0.070, 1.625], [-2.262, 1.832, 0.878], [-3.304, 1.234, -0.394], [-1.660, 2.168, -0.870], [3.251, -0.907, 0.755], [3.639, -0.344, -0.687], [3.275, -2.101, -0.646], [-3.228, -1.454, -1.026]], "lowdin_charge": [-0.128, -0.476, -0.044, -0.009, 0.138, 0.045, 0.710, 0.194, 0.151, 0.085, 0.123, 0.069, 0.116, 0.153, -0.127], "homo_lumo_gap_ev": 9.194, "total_energy_ev": -18641.0174, "e_lumo_ev": -4.5, "charge": 1, "spin_multiplicity": 1, "fmax_ha_per_bohr": 0.08403, "relative_energy_kcal_mol": 51.43}

[6]
{"formula": "C4H8NOS", "method": "wB97M-V/def2-TZVPD", "species": ["C", "C", "C", "C", "N", "O", "S", "H", "H", "H", "H", "H", "H", "H", "H"], "coordinates": [[0.550, -0.022, -0.343], [-0.957, 0.394, -0.546], [1.767, 0.807, -0.268], [-2.194, -0.498, -0.465], [3.008, 0.385, 0.058], [0.810, -1.358, -0.022], [-3.582, 0.287, 0.131], [-1.226, 1.131, 0.196], [-1.104, 0.928, -1.589], [1.710, 1.788, -0.614], [-2.276, -1.611, -0.594], [0.303, -2.177, -0.453], [3.711, 1.080, 0.180], [3.102, -0.540, 0.449], [-4.435, -0.660, -0.052]], "lowdin_charge": [-0.158, -0.209, -0.017, -0.487, 0.180, 0.003, 0.892, 0.088, 0.179, 0.115, 0.084, 0.204, 0.125, 0.128, -0.126], "homo_lumo_gap_ev": [9.000, 4.468], "total_energy_ev": -18640.0985, "e_lumo_ev": [-3.9, -6.4], "charge": 1, "spin_multiplicity": 1, "fmax_ha_per_bohr": 0.06957, "relative_energy_kcal_mol": 72.62}

[7]
{"formula": "C4H8NS", "method": "wB97M-V/def2-TZVPD", "species": ["C", "C", "C", "C", "N", "S", "H", "H", "H", "H", "H", "H", "H", "H"], "coordinates": [[-3.121, -0.249, -0.032], [-0.393, 1.136, 0.153], [0.904, 0.726, -0.439], [0.101, -0.284, 0.356], [-0.524, -1.355, -0.382], [-4.459, 0.436, 0.218], [1.737, 1.100, 0.117], [-0.360, 1.958, 0.889], [-1.211, 1.451, -0.478], [1.260, 0.693, -1.400], [0.455, -0.599, 1.287], [-0.149, -1.411, -1.369], [-2.197, -0.920, -0.194], [-0.447, -2.275, -0.039]], "lowdin_charge": [-0.294, -0.135, -0.093, -0.309, 0.006, 1.058, 0.106, 0.119, 0.080, 0.087, 0.128, 0.143, 0.018, 0.085], "homo_lumo_gap_ev": 7.254, "total_energy_ev": -16592.2552, "e_lumo_ev": -6.3, "charge": 1, "spin_multiplicity": 1, "fmax_ha_per_bohr": 0.06705, "relative_energy_kcal_mol": 72.67}

[8]
{"formula": "C4H8NS2", "method": "wB97M-V/def2-TZVPD", "species": ["C", "C", "C", "C", "N", "S", "S", "H", "H", "H", "H", "H", "H", "H", "H"], "coordinates": [[1.044, 1.503, 0.259], [-0.089, 1.746, -0.430], [1.188, 0.135, 0.749], [-0.259, -0.657, -0.079], [-0.879, 0.491, -0.620], [0.104, -1.800, -1.462], [-1.283, -1.360, 1.282], [1.823, 2.304, 0.475], [-0.628, 2.542, -0.874], [2.051, -0.321, 0.497], [0.849, -0.052, 1.728], [-1.845, 0.470, -0.355], [-0.950, 0.420, -1.652], [0.491, -2.721, -0.593], [-1.616, -2.699, 1.075]], "lowdin_charge": [-0.032, 0.013, -0.056, -1.009, -0.055, 0.813, 0.780, 0.163, 0.125, 0.074, 0.065, 0.144, 0.159, -0.112, -0.070], "homo_lumo_gap_ev": 10.064, "total_energy_ev": -27428.9508, "e_lumo_ev": -3.6, "smiles": "SC1(S)CC=C[NH2+]1", "charge": 1, "spin_multiplicity": 1, "fmax_ha_per_bohr": 0.10802, "relative_energy_kcal_mol": 47.93}

[9]
{"formula": "C4H8NaO3", "method": "wB97M-V/def2-TZVPD", "species": ["O", "C", "Na", "O", "C", "H", "H", "C", "H", "H", "H", "O", "C", "H", "H", "H"], "coordinates": [[0.957, -0.080, -2.381], [0.155, -0.794, -1.653], [-1.332, -3.141, 0.216], [0.228, -1.980, -1.451], [1.183, 1.290, -1.921], [2.072, 1.624, -2.471], [0.259, 1.822, -2.188], [1.380, 1.317, -0.430], [2.422, 1.561, -0.193], [0.673, 0.091, -0.275], [0.752, 1.878, 0.268], [-1.625, -2.016, 2.107], [-1.748, -0.708, 2.497], [-0.768, -0.186, 2.613], [-2.340, -0.078, 1.786], [-2.268, -0.601, 3.476]], "lowdin_charge": [-0.021, -0.299, 0.677, 0.075, -0.208, 0.128, 0.126, -0.033, 0.074, 0.179, 0.069, -0.483, -0.415, 0.041, 0.042, 0.048], "homo_lumo_gap_ev": [6.283, 5.217], "total_energy_ev": -14832.1167, "e_lumo_ev": [-0.3, -1.4], "charge": 0, "spin_multiplicity": 2, "fmax_ha_per_bohr": 0.07828, "relative_energy_kcal_mol": 62.57}

[10]
{"formula": "C4H8O", "method": "wB97M-V/def2-TZVPD", "species": ["C", "C", "C", "C", "H", "H", "H", "H", "H", "H", "H", "H", "O"], "coordinates": [[0.050, -1.094, -1.140], [0.298, -0.787, 0.323], [-0.463, 0.437, 0.876], [-0.022, 1.740, 0.292], [-0.981, -1.214, -1.400], [0.690, -1.946, -1.427], [0.424, -0.296, -1.786], [0.093, -1.657, 0.951], [1.409, -0.604, 0.440], [-0.246, 0.591, 1.943], [-1.536, 0.289, 0.688], [1.093, 1.903, 0.274], [-0.810, 2.638, -0.033]], "lowdin_charge": [-0.116, -0.275, -0.183, -0.264, 0.066, 0.080, 0.073, 0.101, 0.119, 0.125, 0.124, 0.133, 0.019], "homo_lumo_gap_ev": 10.822, "total_energy_ev": -6324.6758, "e_lumo_ev": 1.0, "smiles": "CCCC=O", "charge": 0, "spin_multiplicity": 1, "fmax_ha_per_bohr": 0.05357, "relative_energy_kcal_mol": 11.35}

[11]
{"formula": "C4H8O", "method": "wB97M-V/def2-TZVPD", "species": ["C", "C", "C", "C", "O", "H", "H", "H", "H", "H", "H", "H", "H"], "coordinates": [[0.144, -1.420, -0.067], [0.403, 0.132, -0.075], [0.062, 1.034, 1.125], [-0.481, 0.475, -1.241], [-1.615, 0.874, -1.132], [-0.344, -1.777, 0.844], [-0.533, -1.698, -0.895], [1.064, -1.989, -0.244], [1.453, 0.300, -0.347], [-0.056, 2.064, 0.760], [0.843, 1.057, 1.894], [-0.887, 0.778, 1.601], [-0.056, 0.170, -2.222]], "lowdin_charge": [-0.049, -0.360, -0.071, -0.299, 0.054, 0.082, 0.075, 0.074, 0.129, 0.081, 0.074, 0.078, 0.131], "homo_lumo_gap_ev": 10.701, "total_energy_ev": -6324.5361, "e_lumo_ev": 1.0, "smiles": "CC(C)C=O", "charge": 0, "spin_multiplicity": 1, "fmax_ha_per_bohr": 0.01082, "relative_energy_kcal_mol": 14.57}

[12]
{"formula": "C4H8O", "method": "wB97M-V/def2-TZVPD", "species": ["C", "C", "C", "C", "O", "H", "H", "H", "H", "H", "H", "H", "H"], "coordinates": [[0.485, -0.262, -1.556], [-0.597, -0.398, -0.489], [-0.056, -0.290, 0.938], [-0.120, 1.092, 1.535], [-0.493, 2.086, 0.960], [1.267, -1.018, -1.407], [0.951, 0.728, -1.509], [0.065, -0.386, -2.561], [-1.355, 0.380, -0.636], [-1.106, -1.362, -0.592], [-0.593, -0.960, 1.624], [0.996, -0.611, 0.998], [0.202, 1.142, 2.597]], "lowdin_charge": [-0.113, -0.267, -0.182, -0.269, 0.048, 0.072, 0.077, 0.071, 0.105, 0.103, 0.116, 0.120, 0.118], "homo_lumo_gap_ev": 10.963, "total_energy_ev": -6324.8598, "e_lumo_ev": 1.1, "smiles": "CCCC=O", "charge": 0, "spin_multiplicity": 1, "fmax_ha_per_bohr": 0.00931, "relative_energy_kcal_mol": 7.10}

[13]
{"formula": "C4H8O", "method": "wB97M-V/def2-TZVPD", "species": ["C", "C", "C", "C", "O", "H", "H", "H", "H", "H", "H", "H", "H"], "coordinates": [[-1.815, 0.087, -0.004], [-0.938, 0.697, 0.839], [0.922, 0.444, 0.069], [1.362, -0.976, -0.014], [0.829, 1.170, -1.040], [-2.182, -0.856, 0.227], [-2.081, 0.751, -0.815], [-0.954, 1.796, 0.753], [-0.551, 0.135, 1.582], [1.454, -1.416, -0.975], [0.607, -1.485, 0.680], [2.248, -1.054, 0.593], [1.099, 0.706, -1.894]], "lowdin_charge": [-0.050, -0.202, -0.207, -0.097, -0.019, 0.028, 0.056, 0.095, 0.022, 0.058, 0.107, 0.073, 0.135], "homo_lumo_gap_ev": 7.623, "total_energy_ev": -6320.1429, "e_lumo_ev": 0.4, "charge": 0, "spin_multiplicity": 1, "fmax_ha_per_bohr": 0.07057, "relative_energy_kcal_mol": 115.88}

[14]
{"formula": "C4H8O", "method": "wB97M-V/def2-TZVPD", "species": ["C", "C", "C", "C", "H", "H", "H", "H", "H", "H", "H", "H", "O"], "coordinates": [[1.927, 0.082, -0.071], [-0.279, -0.381, 0.459], [-1.095, 0.760, -0.147], [-1.580, -0.654, -0.213], [1.664, 1.115, -0.312], [2.276, 0.101, 0.999], [2.767, -0.260, -0.706], [-0.222, -0.480, 1.534], [-1.609, 1.451, 0.534], [-0.742, 1.212, -1.070], [-2.412, -0.998, 0.409], [-1.535, -1.156, -1.173], [0.841, -0.794, -0.243]], "lowdin_charge": [-0.113, -0.363, -0.097, -0.110, 0.079, 0.098, 0.094, 0.143, 0.102, 0.103, 0.104, 0.107, -0.147], "homo_lumo_gap_ev": 10.864, "total_energy_ev": -6323.6344, "e_lumo_ev": 1.2, "smiles": "COC1CC1", "charge": 0, "spin_multiplicity": 1, "fmax_ha_per_bohr": 0.02414, "relative_energy_kcal_mol": 35.36}

[15]
{"formula": "C4H8O", "method": "wB97M-V/def2-TZVPD", "species": ["C", "C", "O", "C", "C", "H", "H", "H", "H", "H", "H", "H", "H"], "coordinates": [[0.649, 1.379, -0.165], [-0.372, 0.292, -0.009], [-0.918, 0.104, -1.301], [-1.290, -1.159, -1.061], [0.445, -1.074, 0.532], [1.119, 1.571, 0.799], [0.165, 2.293, -0.516], [1.403, 1.089, -0.902], [-1.164, 0.513, 0.729], [-2.111, -1.036, -0.304], [1.329, -1.288, -0.090], [0.772, -0.645, 1.482], [-0.029, -2.039, 0.806]], "lowdin_charge": [-0.052, -0.446, -0.168, 0.068, -0.070, 0.085, 0.090, 0.095, 0.142, 0.027, 0.085, 0.067, 0.078], "homo_lumo_gap_ev": 8.931, "total_energy_ev": -6320.2824, "e_lumo_ev": 0.6, "charge": 0, "spin_multiplicity": 1, "fmax_ha_per_bohr": 0.04087, "relative_energy_kcal_mol": 112.66}

[16]
{"formula": "C4H8O", "method": "wB97M-V/def2-TZVPD", "species": ["C", "C", "C", "C", "O", "H", "H", "H", "H", "H", "H", "H", "H"], "coordinates": [[0.647, -1.325, 0.356], [0.412, 0.994, 1.238], [0.869, 0.165, 0.304], [-1.368, 0.518, -1.433], [-1.319, 1.645, -1.850], [0.744, -1.679, 1.386], [-0.361, -1.598, 0.019], [1.359, -1.876, -0.265], [0.575, 2.065, 1.188], [-0.182, 0.614, 2.068], [1.424, 0.566, -0.543], [-0.855, -0.326, -1.941], [-1.943, 0.236, -0.528]], "lowdin_charge": [-0.121, -0.016, -0.276, -0.188, -0.004, 0.075, 0.060, 0.073, 0.061, 0.067, 0.100, 0.085, 0.085], "homo_lumo_gap_ev": 10.628, "total_energy_ev": -6323.4535, "e_lumo_ev": 0.8, "smiles": "C=CC.C=O", "charge": 0, "spin_multiplicity": 1, "fmax_ha_per_bohr": 0.00951, "relative_energy_kcal_mol": 39.53}

[17]
{"formula": "C4H8O", "method": "wB97M-V/def2-TZVPD", "species": ["C", "C", "C", "C", "O", "H", "H", "H", "H", "H", "H", "H", "H"], "coordinates": [[1.734, -0.261, -0.103], [0.435, 0.501, -0.176], [-1.080, -0.747, -0.083], [-1.613, 0.457, 0.391], [0.162, 1.351, 0.763], [2.539, 0.471, -0.253], [1.860, -0.705, 0.887], [1.807, -1.034, -0.875], [0.167, 0.752, -1.219], [-1.254, -1.045, -1.111], [-0.891, -1.543, 0.632], [-1.826, 0.621, 1.440], [-2.041, 1.183, -0.294]], "lowdin_charge": [-0.050, -0.467, -0.111, 0.017, -0.143, 0.090, 0.083, 0.080, 0.123, 0.083, 0.084, 0.103, 0.107], "homo_lumo_gap_ev": 8.461, "total_energy_ev": -6321.2971, "e_lumo_ev": 0.3, "charge": 0, "spin_multiplicity": 1, "fmax_ha_per_bohr": 0.00692, "relative_energy_kcal_mol": 89.26}